C20H29O19Pd as an isolated structure, computed with the ωB97M-V functional and the def2-TZVPD basis.

Computed properties:
Orbital gap (spin up / spin down) = 9.9 / 7.4 eV
Net charge = +1
Multiplicity = 3
E = -2336.6627 Ha
Energy relative to the best compared isomer or geometry (same formula, charge and spin) = 0.0 kcal/mol

Structure (XYZ):
```
69
C20H29O19Pd the ωB97M-V functional and the def2-TZVPD basis
Pd -33.7154 -6.3851 -21.9388
C -30.2467 -7.5146 -21.1385
C -31.3665 -8.1775 -20.3598
O -32.6332 -7.7272 -20.6801
H -30.4234 -7.5123 -22.2092
H -29.3104 -8.0290 -20.9072
H -30.1305 -6.4967 -20.7579
H -31.2424 -8.0213 -19.2786
H -31.3987 -9.2637 -20.5526
C -29.6269 -8.5842 -24.8819
C -30.0111 -8.7304 -26.3710
O -31.1667 -9.5373 -26.3525
C -31.4005 -10.0255 -25.1060
O -32.2827 -10.7625 -24.8220
O -30.4448 -9.5954 -24.2673
H -29.9854 -7.6375 -24.4685
H -28.6059 -8.7522 -24.5595
H -29.2137 -9.2349 -26.9182
H -30.1782 -7.7580 -26.8256
C -30.8868 -12.5243 -18.0212
C -31.3533 -11.0927 -17.6747
O -30.1216 -10.3847 -17.7474
C -29.2930 -11.0355 -18.5979
O -28.3049 -10.5838 -19.0718
O -29.7300 -12.2960 -18.8068
H -31.6363 -13.1118 -18.5456
H -30.6393 -13.0241 -17.0828
H -31.7888 -11.0737 -16.6803
H -32.0760 -10.6839 -18.3869
C -32.7259 -3.7586 -17.2435
C -31.6568 -4.8629 -17.4571
O -31.6431 -5.0303 -18.8766
C -32.7107 -4.4273 -19.4100
O -33.0849 -4.6275 -20.5327
O -33.3209 -3.6301 -18.5453
H -32.2565 -2.8144 -16.9906
H -33.4478 -4.1014 -16.5120
H -31.8879 -5.7975 -16.9472
H -30.6683 -4.5882 -17.0960
C -38.3945 -8.6609 -22.4951
C -37.7864 -9.8938 -23.1846
O -36.3975 -9.7663 -22.8608
C -36.1537 -8.5155 -22.4927
O -35.0509 -8.0887 -22.2528
O -37.2593 -7.7818 -22.4203
H -38.7231 -8.9247 -21.4907
H -39.1980 -8.2090 -23.0625
H -38.0390 -9.9314 -24.2448
H -38.1446 -10.8334 -22.7676
C -33.4231 -11.7691 -21.4136
C -34.2216 -11.6957 -20.1048
O -33.9377 -12.9366 -19.4637
C -32.9188 -13.5633 -20.1037
O -32.3633 -14.5219 -19.6929
O -32.5938 -12.9164 -21.2466
H -32.8087 -10.8792 -21.5334
H -34.0435 -11.9137 -22.2949
H -35.2954 -11.6218 -20.2639
H -33.8960 -10.8958 -19.4383
C -27.4926 -7.5969 -17.8694
C -28.8310 -6.8756 -18.0255
O -29.3776 -6.9159 -16.6998
C -28.7377 -7.8690 -15.9764
O -29.0726 -8.2540 -14.9113
O -27.6545 -8.3192 -16.6452
H -26.6634 -6.8977 -17.7503
H -27.2584 -8.3058 -18.6576
H -29.5128 -7.3899 -18.7026
H -28.7621 -5.8385 -18.3470
```



A 2-piece molecular cluster, C5H10O2 overall, computed with the ωB97M-V functional and the def2-TZVPD basis.

Computed properties:
Orbital gap = 10.1 eV
SMILES = C=CCO.CC=O
E = -346.9187 Ha
Energy relative to the best compared isomer or geometry (same formula, charge and spin) = 67.0 kcal/mol

Structure (XYZ):
```
17
C5H10O2 the ωB97M-V functional and the def2-TZVPD basis
C -2.2776 1.0536 0.1152
C -1.5156 0.2350 0.8327
C -0.9452 -1.0364 0.2797
O -0.6068 -1.0601 -1.0920
H -2.3326 1.0055 -0.9724
H -2.8548 1.8232 0.6104
H -1.6029 0.1680 1.9162
H -1.8742 -1.5312 0.4809
H -0.1816 -1.5763 0.8816
H -0.3081 -0.1788 -1.3752
C 2.4356 -0.3844 -0.3106
C 1.5581 0.8350 -0.1375
O 0.8044 1.2541 -0.9936
H 3.4126 -0.0045 -0.6339
H 2.0373 -1.0632 -1.0657
H 2.5916 -0.9067 0.6416
H 1.6597 1.3673 0.8227
```



A single C14H18BrNO4S molecule, computed with the ωB97M-V functional and the def2-TZVPD basis.

Computed properties:
Orbital gap = 9.9 eV
SMILES = C=CCCN([C@@H](C)C(=O)OC)S(=O)(=O)c1ccccc1Br
E = -3872.1449 Ha
Energy relative to the best compared isomer or geometry (same formula, charge and spin) = 43.1 kcal/mol

Structure (XYZ):
```
39
C14H18BrNO4S the ωB97M-V functional and the def2-TZVPD basis
C 2.2870 -3.8302 0.7139
C 2.0164 -2.5700 1.0030
C 1.1702 -2.1381 2.1594
C -0.2552 -1.7230 1.7508
N -0.3181 -0.6981 0.7242
C -0.2644 -1.1583 -0.6580
C -1.6805 -1.3768 -1.1979
C 0.4300 -0.1050 -1.5163
O -0.0791 0.9511 -1.8022
O 1.5989 -0.5255 -1.9577
C 2.3923 0.4329 -2.6552
S 0.4330 0.7465 1.1116
O 1.6851 0.8551 0.4210
O 0.4467 0.8477 2.5394
C -0.7617 1.9622 0.5460
C -2.0913 1.6509 0.7661
C -3.0870 2.5418 0.4062
C -2.7454 3.7549 -0.1722
C -1.4174 4.0807 -0.3751
C -0.4240 3.1825 -0.0062
Br 1.3669 3.6805 -0.2702
H 2.9016 -4.1040 -0.1266
H 1.9102 -4.6434 1.3141
H 2.4143 -1.7672 0.3959
H 1.6367 -1.2795 2.6449
H 1.0807 -2.9505 2.8843
H -0.7596 -1.3163 2.6302
H -0.8131 -2.5896 1.3876
H 0.3206 -2.0834 -0.7204
H -1.6339 -1.8320 -2.1840
H -2.1930 -0.4209 -1.2746
H -2.2394 -2.0297 -0.5328
H 1.7959 0.9317 -3.4210
H 3.2166 -0.1190 -3.0986
H 2.7593 1.1729 -1.9417
H -2.3230 0.6996 1.2177
H -4.1228 2.2909 0.5746
H -3.5147 4.4537 -0.4633
H -1.1387 5.0250 -0.8166
```



C41H45N4O4Se2Tl as an isolated structure, computed with the ωB97M-V functional and the def2-TZVPD basis.

Computed properties:
Orbital gap = 6.7 eV
E = -7084.7642 Ha
Energy relative to the best compared isomer or geometry (same formula, charge and spin) = 8.7 kcal/mol

Structure (XYZ):
```
97
C41H45N4O4Se2Tl the ωB97M-V functional and the def2-TZVPD basis
Tl -0.4038 0.6084 -0.7837
O 0.1979 -1.5849 -4.6226
C -0.1029 -0.9081 -3.6512
O 0.5902 -0.6385 -2.6240
C -1.4794 -0.2266 -3.6824
C -2.3522 -0.3111 -4.7547
C -3.5749 0.3358 -4.6693
C -3.9122 1.0397 -3.5215
C -2.9899 1.0859 -2.4925
N -1.8129 0.4706 -2.6041
C -3.2658 1.7815 -1.1676
O -4.3521 2.2977 -0.9959
O -2.3064 1.7536 -0.3072
H -2.0516 -0.8880 -5.6174
H -4.2709 0.2881 -5.4962
H -4.8612 1.5403 -3.3967
C -3.9049 2.6556 2.4208
Se -2.9374 0.9677 2.4383
C -3.2567 0.5685 4.3250
C -3.0741 -0.9129 4.5828
Se -1.3234 -1.5465 3.9665
C -1.9202 -2.9512 2.7646
H -3.4378 3.3652 3.1046
H -4.9429 2.4973 2.7030
H -3.8619 3.0254 1.4004
H -4.2832 0.8636 4.5488
H -2.5880 1.1638 4.9484
H -3.8270 -1.4850 4.0407
H -3.1562 -1.1441 5.6441
H -2.5768 -3.6394 3.2925
H -1.0316 -3.4822 2.4299
H -2.4240 -2.5159 1.9045
C 0.2430 4.2466 2.3141
C -0.2277 3.1508 1.5797
N 0.1988 2.8789 0.3640
C 1.1047 3.6855 -0.2072
C 1.6450 4.7987 0.4505
C 1.1909 5.0620 1.7536
C 2.6044 5.6274 -0.2207
C 2.9648 5.3684 -1.4932
C 2.4155 4.2470 -2.2015
C 2.7403 3.9688 -3.5388
C 2.1776 2.8832 -4.1515
C 1.3127 2.0620 -3.4164
N 0.9892 2.2995 -2.1603
C 1.5142 3.3870 -1.5604
H -0.1434 4.4299 3.3064
H -0.9654 2.4677 1.9917
H 1.5932 5.9079 2.2971
H 3.0204 6.4722 0.3129
H 3.6723 6.0043 -2.0090
H 3.4270 4.6178 -4.0678
H 2.3942 2.6360 -5.1803
H 0.9002 1.1757 -3.8615
C 0.4172 -5.6564 -1.7783
C -0.3649 -4.4170 -1.4406
C -1.6631 -4.2583 -1.8761
C -2.3816 -3.1142 -1.5300
C -3.8072 -2.9416 -1.9777
C -1.7570 -2.1411 -0.7779
C -0.4116 -2.2292 -0.3894
C 0.2541 -3.4065 -0.6958
N 0.0804 -1.1368 0.3841
C 1.4700 -1.1108 0.8990
C 1.6736 0.2103 1.6315
C 3.0419 0.3021 2.3046
C 4.1321 0.1640 1.2410
C 3.9610 -1.1746 0.5223
C 4.0764 -2.3179 1.5369
C 3.0015 -2.1617 2.6164
C 3.1778 -0.8223 3.3311
C 1.6128 -2.2150 1.9720
C 2.5857 -1.2287 -0.1535
H -0.1841 -6.3560 -2.3568
H 0.7544 -6.1650 -0.8726
H 1.3035 -5.4077 -2.3647
H -2.1258 -5.0203 -2.4926
H -4.4355 -3.7556 -1.6129
H -3.8693 -2.9444 -3.0681
H -4.2260 -2.0017 -1.6165
H -2.3272 -1.2619 -0.4859
H 1.2669 -3.5768 -0.3757
H 0.8635 0.3325 2.3607
H 1.5992 1.0217 0.9068
H 3.1324 1.2743 2.8013
H 5.1209 0.2248 1.7057
H 4.0573 0.9845 0.5185
H 4.7367 -1.2841 -0.2416
H 5.0701 -2.3106 1.9958
H 3.9591 -3.2798 1.0286
H 3.0841 -2.9776 3.3408
H 4.1585 -0.7736 3.8141
H 2.4180 -0.7142 4.1108
H 0.8371 -2.0584 2.7230
H 1.4494 -3.1995 1.5388
H 2.5009 -2.1419 -0.7352
H 2.4784 -0.4052 -0.8711
```



C21H24ClNPd as an isolated structure, computed with the ωB97M-V functional and the def2-TZVPD basis.

Computed properties:
Orbital gap (spin up / spin down) = 4.6 / 5.8 eV
Net charge = +2
Multiplicity = 5
E = -1456.6106 Ha
Energy relative to the best compared isomer or geometry (same formula, charge and spin) = 37.9 kcal/mol

Structure (XYZ):
```
48
C21H24ClNPd the ωB97M-V functional and the def2-TZVPD basis
C -0.2476 -5.8980 -2.1183
C -1.2408 -5.9984 -1.0455
C -0.6076 -5.0618 -3.2619
C 1.1579 -5.8796 -1.7099
Cl 0.0215 -1.8699 0.8342
H -0.8357 -5.6094 -4.1906
H 0.2399 -4.4151 -3.5248
H -1.5271 -4.5067 -3.0346
H -1.7187 -6.9771 -0.9284
H -2.0577 -5.2921 -1.2230
H -0.7501 -5.8197 -0.0853
H 1.7186 -6.8039 -1.8840
H 1.2115 -5.7304 -0.6284
H 1.6954 -5.1024 -2.2621
C -1.7879 1.5190 0.0134
C -1.7134 1.1579 -1.3517
C -1.8812 -0.2505 -1.4641
H -1.6710 1.8742 -2.1574
C -2.1191 -0.7942 -0.1817
C -1.9908 0.3034 0.7761
H -2.2919 0.2488 1.8126
H -1.7327 2.5080 0.4482
H -1.9433 -0.7875 -2.4011
H -2.4851 -1.7834 0.0574
C 2.3938 0.6007 0.2467
C 1.8171 1.7296 -0.4250
C 1.2892 1.2930 -1.6705
H 1.8470 2.7502 -0.0732
C 1.4407 -0.1320 -1.7511
C 2.1348 -0.5632 -0.5662
H 2.5323 -1.5436 -0.3638
H 2.8122 0.5742 1.2558
H 0.9008 1.9294 -2.4612
H 1.0842 -0.7779 -2.5580
Pd 0.1087 0.2143 0.2212
N 0.2845 1.4383 2.1804
C 0.2817 2.6045 2.3002
C 0.2984 3.9836 2.6164
C 1.4890 4.7146 2.4353
C 1.5047 6.0515 2.8026
C 0.3497 6.6598 3.3179
C -0.8214 5.9283 3.4848
C -0.8644 4.5819 3.1212
H 2.3691 4.2134 2.0275
H 2.4149 6.6293 2.6676
H 0.3799 7.7101 3.5998
H -1.7133 6.3961 3.8783
H -1.7766 3.9826 3.2246
```



A 2-piece molecular cluster, CH6OSi overall, computed with the ωB97M-V functional and the def2-TZVPD basis.

Computed properties:
Orbital gap (spin up / spin down) = 6.9 / 7.3 eV
E = -406.2500 Ha
Energy relative to the best compared isomer or geometry (same formula, charge and spin) = 123.8 kcal/mol

Structure (XYZ):
```
9
CH6OSi the ωB97M-V functional and the def2-TZVPD basis
C -1.5819 0.0346 0.1181
O -0.7744 0.0623 -1.0091
Si 1.8539 -0.0667 -0.1405
H -2.4296 0.5037 -0.2526
H -1.0763 0.5615 0.8974
H -1.9820 -0.8657 0.4882
H 2.1307 -1.5161 -0.6597
H 1.9037 0.0507 1.3103
H 1.9558 1.2358 -0.7522
```



What is the E in the fourth record?
-7084.7642 Ha



Among the records above, which one has the highest E?
C5H10O2